10
Properties=species:S:1:pos:R:3:forces:R:3:mulliken_charge:R:1 method="wB97M-V/def2-TZVPD" lumo_ev=-0.6 charge=0 gap_ev=8.842 homo_ev=-9.44
C 1.196 -1.840 -1.882 -2.061 0.643 1.601 -0.209
C -0.557 -0.941 -0.553 1.804 -1.692 -1.781 -0.639
C 0.071 0.036 0.042 0.224 -0.316 -0.603 0.993
C -0.631 1.026 0.954 0.788 0.067 -3.457 -1.198
O 1.379 0.272 -0.143 0.621 0.562 0.367 -0.436
S 2.245 -0.874 -1.218 -1.243 0.507 0.314 0.152
H -1.489 -1.483 -0.538 0.206 0.167 -0.196 0.309
H -0.842 1.922 0.366 -0.279 -0.115 0.047 0.274
H -1.470 0.600 1.365 -1.906 -0.717 1.052 0.379
H 0.097 1.283 1.607 1.847 0.895 2.655 0.375

***

52
Properties=species:S:1:pos:R:3:forces:R:3:mulliken_charge:R:1 method="wB97M-V/def2-TZVPD" lumo_ev=-0.9 charge=0 gap_ev=6.163 homo_ev=-7.05
Pt 1.371 1.186 1.053 0.145 -0.299 0.930 1.345
C 5.429 -0.123 -0.944 0.003 -0.009 -0.020 -1.174
C 4.414 -1.206 -0.744 -0.089 0.045 0.038 0.849
N 4.653 -2.400 -1.203 0.067 -0.005 0.024 -0.670
C 3.736 -3.382 -1.024 -0.041 -0.022 0.000 -1.029
C 2.559 -3.206 -0.363 0.020 0.066 0.011 0.724
C 1.650 -4.385 -0.162 0.013 -0.027 -0.009 -0.909
O 0.362 -4.124 -0.731 -0.040 -0.053 -0.009 -0.504
C 2.247 -1.905 0.143 0.009 0.084 0.009 -0.968
C 1.016 -1.744 0.850 0.199 0.029 0.084 0.412
N 0.495 -0.661 1.337 -0.293 -0.079 -0.097 -0.180
C -0.786 -0.781 1.979 0.211 0.152 -0.111 0.325
C -1.625 -1.880 1.776 -0.104 0.016 0.026 -0.353
C -2.842 -1.974 2.425 -0.004 0.001 0.017 -0.885
C -3.268 -0.973 3.285 -0.038 -0.024 -0.008 -0.588
C -2.473 0.144 3.464 0.087 0.067 -0.018 -0.521
C -1.254 0.238 2.807 -0.150 -0.190 -0.016 0.148
I -0.153 1.991 3.000 0.016 0.141 -0.345 -0.001
C 3.183 -0.872 -0.060 0.047 -0.093 -0.019 1.095
O 3.076 0.354 0.331 -0.241 -0.016 -0.358 -1.121
H 6.396 -0.572 -1.153 -0.003 0.002 -0.031 0.407
H 5.485 0.526 -0.071 0.033 -0.021 0.015 0.306
H 5.141 0.512 -1.786 -0.006 0.008 0.017 0.179
H 3.998 -4.348 -1.438 -0.016 -0.009 0.004 0.320
H 1.544 -4.610 0.907 0.010 0.004 -0.007 0.311
H 2.110 -5.255 -0.636 0.000 0.010 0.004 0.435
H -0.092 -4.964 -0.856 0.032 0.060 0.006 0.316
H 0.468 -2.664 0.993 0.019 0.002 0.057 0.468
H -1.362 -2.664 1.079 0.035 0.052 -0.017 0.537
H -3.469 -2.837 2.241 -0.014 0.007 0.007 0.399
H -4.222 -1.045 3.790 0.002 -0.002 0.006 0.403
H -2.803 0.955 4.100 -0.006 -0.007 0.009 0.410
Se -1.302 5.878 -1.344 -0.170 0.104 -0.065 -0.514
Sb 1.005 5.495 -1.331 0.132 0.037 0.146 0.407
Se 2.356 3.257 0.309 0.138 -0.135 -0.329 -0.479
Se 2.434 2.231 -1.830 0.196 0.418 -0.142 0.148
Se 1.367 3.816 -3.250 -0.091 -0.243 0.169 -0.408
C -4.015 1.907 -1.711 -0.036 0.022 -0.044 -1.016
N -2.592 1.808 -1.453 0.022 -0.065 0.038 0.299
C -1.728 1.107 -2.391 0.010 0.027 -0.078 -0.693
C -1.981 2.506 -0.466 0.016 -0.037 -0.205 0.591
C -2.861 3.269 0.492 -0.002 -0.038 0.065 -1.482
O -0.760 2.490 -0.360 -0.090 0.017 0.220 -0.045
H -4.269 1.231 -2.524 -0.005 -0.013 0.014 0.310
H -4.310 2.916 -2.012 0.007 -0.002 -0.009 0.324
H -4.603 1.617 -0.839 0.006 0.021 0.008 0.320
H -2.319 0.377 -2.942 -0.001 -0.007 0.004 0.345
H -0.932 0.599 -1.848 -0.010 -0.002 0.001 0.127
H -1.254 1.798 -3.093 -0.009 -0.002 0.014 0.223
H -3.584 3.897 -0.027 0.013 0.010 -0.019 0.448
H -2.223 3.898 1.106 -0.023 -0.003 0.002 0.246
H -3.414 2.571 1.128 -0.006 0.000 0.007 0.366

***

19
Properties=species:S:1:pos:R:3:forces:R:3:mulliken_charge:R:1 method="wB97M-V/def2-TZVPD" lumo_ev="3.1 / 3.1" charge=-1 gap_ev="7.146 / 7.144" homo_ev="-4.03 / -4.03"
C -0.099 -2.508 -0.286 1.467 -3.638 -1.053 -0.520
C -0.227 -1.313 0.147 1.444 3.746 0.730 -0.196
C -1.437 -0.505 0.549 0.138 0.266 -4.898 -0.480
C -1.160 0.913 0.926 0.041 0.584 2.044 -0.393
C -1.021 1.900 -0.174 1.921 3.742 -0.309 -0.018
O 2.990 -0.496 1.323 -0.522 -0.172 -0.186 -0.601
O 2.971 -0.869 -1.222 -1.183 1.080 -0.958 -0.542
P 2.297 -0.027 0.100 0.241 -0.840 -1.358 0.707
S 2.435 1.898 -0.440 -0.486 -0.466 0.212 -0.551
Cl -2.187 1.975 -1.562 -0.208 -0.417 0.434 -0.268
H 0.931 -3.005 -0.350 -1.432 0.868 -0.227 0.188
H -0.924 -3.193 -0.595 0.239 0.513 0.456 0.272
H -1.909 -0.963 1.322 -1.358 -1.572 2.369 0.349
H -2.238 -0.521 -0.381 1.767 0.077 2.114 0.204
H -0.143 0.991 1.520 -1.966 -0.177 -1.014 0.185
H -2.009 1.247 1.614 1.096 -0.272 -0.709 0.305
H -1.091 2.975 0.310 0.091 -2.053 -1.000 0.290
H 0.004 1.917 -0.669 -1.418 -0.448 0.683 -0.236
H 2.817 -0.415 -2.131 0.125 -0.820 2.671 0.308

***

What did we get for ΔE to the lowest compared entry with this formula, charge and spin? Answer: 555.8, 75.3, 100.8 kJ/mol, in the order shown.
What did we get for E? Answer: -17089.3843, -308890.8178, -42072.6794 eV, in the order shown.